Entry 1:
C3H5NO in the gas phase, computed with ωB97M-V/def2-TZVPD.

Values from the calculation:
E_HOMO (hartree): -0.32425
E_tot (eV): -6725.9941
Maximum force (eV/A): 7.25
SMILES: OCC1=NC1
LUMO (eV): 0.7

CARTESIAN COORDINATES (ANGSTROEM)
O (0.48905, -1.03392, 1.84930)
C (0.74081, -0.12758, 0.77607)
C (-0.23638, -0.18191, -0.23358)
N (-1.42443, -0.34976, -0.65620)
C (-0.90197, 0.73185, -1.47015)
H (0.76573, -1.91984, 1.63242)
H (0.51022, 0.84341, 1.18709)
H (1.81367, -0.08263, 0.54697)
H (-1.35049, 1.66143, -1.15360)
H (-0.40620, 0.45894, -2.47831)

Atoms 1-6, force components in eV/Å:
O 0.01 0.44 0.33
C 0.85 -0.65 2.47
C -3.69 2.87 -5.55
N 0.61 -2.26 1.54
C 3.40 -1.85 0.84
H 0.16 -0.35 -0.31

Entry 2:
A molecular structure, C3H5NO, computed with ωB97M-V/def2-TZVPD.

Values from the calculation:
E_HOMO (hartree): -0.33534
E_tot (eV): -6726.4108
Maximum force (eV/A): 3.30
LUMO (eV): 0.7

CARTESIAN COORDINATES (ANGSTROEM)
O (-1.52786, 0.53342, 0.16437)
C (-0.72849, -0.62572, -0.06868)
C (0.56804, -0.20451, -0.68209)
C (1.55025, 0.21280, 0.08643)
N (2.32399, 0.78715, 0.85564)
H (-2.36985, 0.23415, 0.53610)
H (-0.55742, -1.16172, 0.87425)
H (-1.22740, -1.30917, -0.76373)
H (1.38306, 1.41623, 0.71252)
H (0.58568, 0.11738, -1.71481)

Atoms 1-6, force components in eV/Å:
O -0.25 -0.06 0.10
C 0.19 -0.57 -0.09
C -0.06 -0.08 -0.23
C 0.17 -1.34 -0.64
N -2.70 0.89 -0.82
H 0.18 0.17 -0.10

Entry 3:
C3H5NO in the gas phase, computed with ωB97M-V/def2-TZVPD.

Values from the calculation:
E_HOMO (hartree): -0.36764
E_tot (eV): -6728.0773
Maximum force (eV/A): 0.52
SMILES: O=C[C@H]1CN1
LUMO (eV): 0.8

CARTESIAN COORDINATES (ANGSTROEM)
O (-0.71991, 0.49692, 1.78128)
C (-0.83734, -0.44788, 1.03199)
C (-0.14160, -0.53752, -0.28279)
C (0.31854, 0.73314, -0.90733)
N (1.27771, -0.15678, -0.29345)
H (-1.44713, -1.32476, 1.31983)
H (-0.39836, -1.39189, -0.90273)
H (0.37566, 0.78910, -1.99196)
H (0.05352, 1.65312, -0.39000)
H (1.51893, 0.18654, 0.63515)

Atoms 1-6, force components in eV/Å:
O 0.02 -0.44 -0.27
C 0.07 0.36 0.23
C -0.18 -0.16 -0.02
C -0.09 0.23 -0.17
N 0.22 0.03 0.16
H -0.07 0.10 -0.04

Entry 4:
C3H5NO in the gas phase, computed with ωB97M-V/def2-TZVPD.

Values from the calculation:
E_HOMO (hartree): -0.32169
E_tot (eV): -6726.1840
Maximum force (eV/A): 3.83
SMILES: CC(O)=C=N
LUMO (eV): 0.4

CARTESIAN COORDINATES (ANGSTROEM)
C (-0.38449, -1.33204, -0.54978)
C (0.02626, -0.01655, -0.02605)
O (0.14156, 1.44540, -0.91102)
C (0.17459, 0.47991, 1.14099)
N (0.45804, 1.39465, 1.92783)
H (0.13013, -1.53854, -1.48928)
H (-1.46421, -1.36836, -0.69251)
H (-0.11158, -2.09955, 0.18408)
H (-0.42252, 1.49912, -1.69977)
H (1.45223, 1.53595, 2.11551)

Atoms 1-6, force components in eV/Å:
C 0.08 0.20 -0.28
C -0.73 2.38 -2.91
O 0.08 -2.99 1.19
C 1.61 2.61 1.62
N -0.71 -1.22 0.50
H -0.10 -0.13 0.05

Entry 5:
2 unconnected molecules or ions with the total composition C3H5NO, computed with ωB97M-V/def2-TZVPD.

Values from the calculation:
E_HOMO (hartree): -0.37217
E_tot (eV): -6726.0481
Maximum force (eV/A): 0.82
SMILES: C1=NC1.C=O
LUMO (eV): 0.7

CARTESIAN COORDINATES (ANGSTROEM)
C (1.10531, 0.62368, -0.18312)
N (1.25941, 1.66248, 0.49004)
C (-0.17458, 1.19136, 0.18387)
H (1.62121, -0.10702, -0.79843)
H (-0.71695, 1.66887, -0.63070)
H (-0.77461, 0.95404, 1.07147)
C (-0.58691, -1.50777, -0.03480)
O (0.56409, -1.86895, -0.01344)
H (-1.19270, -1.40563, 0.88624)
H (-1.10427, -1.21105, -0.97112)

Atoms 1-6, force components in eV/Å:
C 0.22 0.53 0.16
N -0.02 -0.20 -0.57
C -0.35 0.34 -0.06
H 0.10 0.15 0.44
H -0.03 0.43 0.36
H 0.37 -0.33 -0.41

Entry 6:
C3H5NO in the gas phase, computed with ωB97M-V/def2-TZVPD.

Values from the calculation:
E_HOMO (hartree): -0.37550
E_tot (eV): -6727.2211
Maximum force (eV/A): 2.36
SMILES: N=C1COC1
LUMO (eV): 1.0

CARTESIAN COORDINATES (ANGSTROEM)
N (-1.16396, -0.12949, 1.51821)
C (-0.49288, -0.12434, 0.45307)
C (0.96697, 0.32892, 0.16954)
O (0.60689, 0.36539, -1.21642)
C (-0.63473, -0.33016, -1.01837)
H (-0.36014, 0.27528, 1.99443)
H (1.39082, 1.29322, 0.52030)
H (1.72823, -0.44238, 0.39563)
H (-0.56436, -1.38818, -1.29426)
H (-1.47685, 0.15174, -1.52213)

Atoms 1-6, force components in eV/Å:
N 0.86 0.32 -0.77
C 0.79 0.33 -0.10
C -0.02 -0.08 -0.06
O 0.30 -0.10 -0.76
C -0.22 -0.18 -0.29
H -0.75 -0.01 2.24

Entry 7:
C3H5NO in the gas phase, computed with ωB97M-V/def2-TZVPD.

Values from the calculation:
E_HOMO (hartree): -0.33116
E_tot (eV): -6725.7607
Maximum force (eV/A): 3.13
SMILES: O=NC1CC1
LUMO (eV): 0.3

CARTESIAN COORDINATES (ANGSTROEM)
O (-0.35411, -2.38855, 1.15441)
N (0.31694, -1.63032, 0.54343)
C (-0.32718, -0.16458, 0.44661)
C (0.62517, 0.91031, 0.12550)
C (-0.17600, 0.33496, -0.97923)
H (-1.17832, 0.07164, 0.97994)
H (1.67270, 0.74497, 0.25112)
H (0.25782, 1.86092, 0.33733)
H (-1.03094, 0.74428, -1.35180)
H (0.19392, -0.48363, -1.50733)

Atoms 1-6, force components in eV/Å:
O -0.06 -0.19 0.15
N -1.09 2.54 -0.02
C 2.09 -2.21 -0.74
C 0.11 -0.50 -0.67
C 1.19 -1.78 1.86
H -1.69 -0.15 1.27

Entry 8:
C3H5NO in the gas phase, computed with ωB97M-V/def2-TZVPD.

Values from the calculation:
E_HOMO (hartree): -0.34704
E_tot (eV): -6726.3364
Maximum force (eV/A): 8.30
SMILES: [H]/N=C(\O)C=C
LUMO (eV): 0.4

CARTESIAN COORDINATES (ANGSTROEM)
H (0.52050, -2.52104, 0.46705)
N (0.31835, -1.55669, 0.68586)
C (0.70014, -0.55283, 0.10131)
O (1.65169, -0.04038, -0.59068)
C (-0.25250, 0.94956, 0.13859)
C (-1.53061, 0.96500, -0.17953)
H (2.45043, -0.91644, -0.62441)
H (0.30454, 1.76232, 0.58400)
H (-2.16717, 1.81244, 0.04610)
H (-1.99537, 0.09804, -0.62829)

Atoms 1-6, force components in eV/Å:
H 0.92 0.10 0.08
N -0.93 -1.40 0.05
C -4.59 5.55 0.61
O 6.42 -5.05 -1.49
C 1.08 -3.07 1.09
C 0.09 -0.05 0.10

Record order is preserved below.
Relative energy (zero: lowest compared OMol25 entry of this formula, charge and spin): 3.579; 3.162; 1.495; 3.389; 3.525; 2.352; 3.812; 3.236 eV